## one
# C4H14NO2

2 unconnected molecules or ions with the total composition C4H14NO2 (wB97M-V/def2-TZVPD, the Open Molecules 2025 dataset).

XYZ file:
```
21
C4H14NO2 wB97M-V/def2-TZVPD
O -0.0543 1.3530 -1.9505
C 1.1554 0.9935 -1.3392
C 1.0739 -0.4493 -0.8885
N -0.0827 -0.6137 0.0959
C 0.2678 -0.5508 1.5450
C 0.3505 0.8476 2.1393
H -0.1148 1.1125 -2.8821
H 2.0568 1.1494 -1.9378
H 1.2467 1.6719 -0.4923
H 0.8210 -1.0750 -1.7384
H 1.9797 -0.8189 -0.4416
H -0.5936 -1.4675 -0.1247
H -0.7390 0.0980 -0.2777
H -0.5135 -1.0768 2.0778
H 1.1568 -1.1591 1.6488
H 1.0421 0.8956 2.9757
H 0.7057 1.6050 1.4460
H -0.6322 1.1549 2.4888
H -3.1549 -1.8410 -1.2740
H -3.3018 -0.7061 -0.2384
O -2.6695 -1.1233 -0.8321
```

Output
HOMO level: -15.0 eV
molecular weight: 108.16 Da
total charge: +1
gap between HOMO and LUMO: 12.1 eV
LUMO energy: -2.897 eV



## two
# C4H14NO2

3 unconnected molecules or ions with the total composition C4H14NO2 (wB97M-V/def2-TZVPD, the Open Molecules 2025 dataset).

XYZ file:
```
21
C4H14NO2 wB97M-V/def2-TZVPD
C 3.5785 -0.8821 -0.3239
C 2.7755 0.3613 -0.0286
C 1.4455 0.0177 0.6412
C 0.3267 0.6233 0.3290
N -0.7651 0.9283 1.2246
H 4.1679 -1.1309 0.5371
H 4.3517 -0.7170 -1.1385
H 2.8115 -1.7066 -0.3748
H 2.4146 0.8083 -0.9974
H 3.6000 0.9901 0.3932
H 1.2499 -0.6712 1.5067
H 0.0478 0.7818 -0.6788
H -0.6812 0.7598 2.1694
H -0.8292 2.0103 1.2007
H -1.6207 0.4373 0.7305
H -3.3978 -0.0551 -0.5425
H -3.3830 1.5771 -0.5605
O -3.2565 0.7051 0.0524
H -4.0193 -2.0912 -0.8653
H -4.8752 -1.3067 -1.7317
O -3.9417 -1.4395 -1.5429
```

Output
HOMO level: -13.5 eV
molecular weight: 108.16 Da
total charge: +1
gap between HOMO and LUMO: 10.1 eV
LUMO energy: -3.399 eV



## three
# C4H14NO2

3 unconnected molecules or ions with the total composition C4H14NO2 (wB97M-V/def2-TZVPD, the Open Molecules 2025 dataset).

XYZ file:
```
21
C4H14NO2 wB97M-V/def2-TZVPD
C 0.2390 -0.6561 -0.0090
C 1.6036 0.0313 0.1527
C 2.4566 0.0960 -1.1184
C 2.8912 1.2713 -1.6502
N -0.7236 0.3553 -0.7130
H -0.3590 -0.9332 0.9177
H 0.3621 -1.4718 -0.7700
H 2.1068 -0.6452 0.8722
H 1.5407 1.0654 0.5145
H 3.0426 -0.6406 -1.5638
H 3.5712 1.1386 -2.4954
H 2.6792 2.2838 -1.2830
H -0.1268 1.1522 -1.0824
H -1.4826 0.6429 -0.0482
H -1.0522 -0.0838 -1.5195
H -3.8269 -2.7261 1.6978
H -3.7456 -1.5945 0.6800
O -3.2176 -2.2205 1.1515
H -1.5902 1.6712 2.2945
H -2.6510 0.5334 1.9902
O -1.7174 0.7303 1.9817
```

Output
HOMO level: -13.5 eV
molecular weight: 108.16 Da
total charge: +1
gap between HOMO and LUMO: 10.2 eV
LUMO energy: -3.273 eV



## four
# C4H14NO2

3 unconnected molecules or ions with the total composition C4H14NO2 (wB97M-V/def2-TZVPD, the Open Molecules 2025 dataset).

XYZ file:
```
21
C4H14NO2 wB97M-V/def2-TZVPD
C 1.9051 0.5417 0.9738
C 0.9851 -0.0161 -0.2302
C -0.4921 -0.3282 0.1850
C -1.3297 -0.9238 -2.2182
N -1.5095 -0.4602 -0.9926
H 2.4179 1.2963 0.4711
H 2.7849 -0.1193 1.2911
H 1.4184 0.7673 2.0598
H 1.3704 -0.9820 -0.6564
H 1.1035 0.9128 -0.9224
H -1.0093 0.4562 0.8088
H -0.4710 -1.2163 0.7255
H -0.3327 -0.9305 -2.3646
H -1.7842 -1.5726 -2.8094
H -2.4229 -0.3524 -0.6559
H -1.3699 3.3473 -1.1999
H -2.7386 2.8030 -1.8332
O -1.8570 2.5746 -1.3654
H 1.4174 -2.1634 2.2144
H 1.1925 -1.7782 3.6779
O 0.7218 -1.8562 2.8410
```

Output
HOMO level: -14.6 eV
molecular weight: 108.16 Da
total charge: +1
gap between HOMO and LUMO: 9.3 eV
LUMO energy: -5.342 eV



Most stable structure: one



## one
# CH6NO2

2 unconnected molecules or ions with the total composition CH6NO2 (wB97M-V/def2-TZVPD, the Open Molecules 2025 dataset).

XYZ file:
```
10
CH6NO2 wB97M-V/def2-TZVPD
N -1.1371 -0.6959 -0.2111
C -0.1624 -0.6706 0.8640
O 0.9302 0.1175 0.6840
H -0.6635 -1.0526 -1.0247
H -1.4308 0.2424 -0.4549
H 0.1659 -1.7193 1.0386
H -0.6913 -0.4815 1.8277
H 0.6622 1.1985 -0.2381
H 1.6244 1.3934 -1.2894
O 0.7024 1.6681 -1.1961
```

Output
HOMO level: -3.2 eV
molecular weight: 64.06 Da
total charge: -1
gap between HOMO and LUMO: 8.1 eV
LUMO energy: 4.936 eV



## two
# CH6NO2

2 unconnected molecules or ions with the total composition CH6NO2 (wB97M-V/def2-TZVPD, the Open Molecules 2025 dataset).

XYZ file:
```
10
CH6NO2 wB97M-V/def2-TZVPD
O -2.4148 0.0847 -0.7992
H -1.9823 0.2225 -1.6797
N -0.2045 0.4535 0.6931
C 0.7001 -0.2959 0.0253
O 1.9971 -0.2768 0.7461
H -1.4203 0.0124 -0.2545
H 0.1674 1.4588 0.6022
H 0.8673 -0.0878 -1.0648
H 0.4676 -1.3341 0.0677
H 1.8225 -0.2373 1.6639
```

Output
HOMO level: -2.7 eV
molecular weight: 64.06 Da
total charge: -1
gap between HOMO and LUMO: 7.1 eV
LUMO energy: 4.463 eV



## three
# CH6NO2

2 unconnected molecules or ions with the total composition CH6NO2 (wB97M-V/def2-TZVPD, the Open Molecules 2025 dataset).

XYZ file:
```
10
CH6NO2 wB97M-V/def2-TZVPD
N -0.6167 0.8742 2.0750
C -0.5116 -0.4140 0.9739
O -0.0121 0.1176 -0.0709
H -1.2220 1.5394 1.5745
H 0.2848 1.2706 1.7313
H -1.5298 -0.6647 0.7159
H -0.1249 -1.2914 1.6065
H 0.6010 -0.0741 -1.8966
H 1.6099 -1.0461 -2.0616
O 0.9830 -0.5387 -2.6838
```

Output
HOMO level: -2.9 eV
molecular weight: 64.06 Da
total charge: -1
gap between HOMO and LUMO: 7.5 eV
LUMO energy: 4.541 eV



Most stable structure: one



## one
# C4H9N2

A molecular structure, C4H9N2 (wB97M-V/def2-TZVPD, the Open Molecules 2025 dataset).

XYZ file:
```
15
C4H9N2 wB97M-V/def2-TZVPD
C -0.3858 0.8906 1.1753
C 0.0386 -0.9813 0.3046
C 1.1294 -1.7552 -0.3050
C -0.7178 1.7161 -1.1855
N -0.0838 0.9458 -0.1390
N -0.0073 -0.3386 1.5414
H -0.6926 1.7360 1.9419
H -0.9067 -1.2794 -0.1364
H 1.6464 -1.1722 -0.9962
H 0.7433 -2.6222 -0.7540
H 1.8643 -2.1404 0.5347
H -0.9234 2.7091 -0.8207
H -0.0440 1.5841 -2.1042
H -1.7930 1.3844 -1.5048
H 0.1325 -0.6768 2.4478
```

Output
HOMO level: -14.9 eV
molecular weight: 85.13 Da
total charge: +1
gap between HOMO and LUMO: 10.5 eV
LUMO energy: -4.406 eV



## two
# C4H9N2

A gas-phase ion, C4H9N2 (charge +1) (wB97M-V/def2-TZVPD, the Open Molecules 2025 dataset).

XYZ file:
```
15
C4H9N2 wB97M-V/def2-TZVPD
H 0.8008 3.1026 -0.3599
N 0.3283 2.6730 0.4723
C 0.4414 1.5027 0.7343
C -0.2155 0.4782 1.5872
C 0.6026 0.0525 0.3332
N -0.0612 -0.3300 -0.9175
C -0.5194 -1.6933 -0.8289
H 0.1278 0.1031 2.5528
H -1.2851 0.3330 1.3819
H 1.6557 -0.4309 0.2833
H -0.8971 0.2777 -1.1371
H 0.7493 -0.0423 -1.5005
H 0.3162 -2.3094 -0.5830
H -1.3716 -1.6527 -0.1308
H -0.6724 -2.0639 -1.8871
```

Output
SMILES: [H]/N=C1/C[C@H]1[NH2+]C
HOMO level: -13.7 eV
molecular weight: 85.13 Da
total charge: +1
gap between HOMO and LUMO: 10.0 eV
LUMO energy: -3.649 eV



Most stable structure: one



## one
# C4H9N2

2 unconnected molecules or ions with the total composition C4H9N2 (wB97M-V/def2-TZVPD, the Open Molecules 2025 dataset).

XYZ file:
```
15
C4H9N2 wB97M-V/def2-TZVPD
C 0.8310 0.5182 -0.3392
C 0.3974 0.1046 1.0017
C 1.3493 -0.5660 1.9732
C -2.0519 -0.7659 -2.3387
N 0.6660 1.5039 0.4812
N -1.3595 0.0615 -1.6495
H -0.6908 -0.0736 1.2548
H 1.7440 -1.5697 1.7436
H 0.7542 -0.7586 2.9093
H 2.0977 0.0845 2.2712
H -2.6309 -0.5819 -3.1815
H -2.1675 -1.7620 -1.9149
H 1.1975 2.2479 0.8424
H -1.5407 1.1479 -1.7876
H 1.4040 0.4093 -1.2658
```

Output
HOMO level: -14.0 eV
molecular weight: 85.13 Da
total charge: +1
gap between HOMO and LUMO: 8.9 eV
LUMO energy: -5.143 eV



## two
# C4H9N2

A molecular structure, C4H9N2 (wB97M-V/def2-TZVPD, the Open Molecules 2025 dataset).

XYZ file:
```
15
C4H9N2 wB97M-V/def2-TZVPD
C 0.2807 0.1880 -1.5002
C -1.4014 -0.0325 -0.5274
C 0.6112 1.1666 0.6821
C 0.4700 -1.2502 0.6015
N -0.9307 0.1496 -1.8790
N 0.0041 -0.0403 -0.0269
H 1.1974 0.2651 -2.0755
H -1.9867 0.7719 -0.0266
H -1.8771 -1.0679 -0.4474
H 0.3106 1.1562 1.7460
H 1.6578 1.1359 0.6267
H 0.1768 2.1605 0.2883
H -0.2307 -1.5081 1.4816
H 0.2712 -2.0898 0.0620
H 1.4466 -1.0052 0.9948
```

Output
HOMO level: -16.0 eV
molecular weight: 85.13 Da
total charge: +1
gap between HOMO and LUMO: 12.3 eV
LUMO energy: -3.758 eV



Most stable structure: two



## one
# C4H9N2

2 unconnected molecules or ions with the total composition C4H9N2 (wB97M-V/def2-TZVPD, the Open Molecules 2025 dataset).

XYZ file:
```
15
C4H9N2 wB97M-V/def2-TZVPD
C -0.1784 -0.3161 0.4657
C 2.3178 1.1138 -0.0994
C 1.2668 0.1122 0.3247
C -2.8598 0.5228 0.2415
N 0.2916 -0.7840 -0.8155
N 2.4991 -0.0739 0.7256
H -0.2648 -1.0850 1.2314
H 2.5416 1.1139 -1.1387
H 2.4293 2.1275 0.2518
H -2.8667 0.5027 1.2850
H -3.0295 -0.4691 -0.1468
H -2.5869 1.3074 -0.4362
H 0.5500 -1.8077 -1.0200
H 3.1745 -0.9292 0.6694
H 0.1479 -0.1021 -1.5496
```

Output
HOMO level (spin up / spin down): -12.9 / -13.9 eV
molecular weight: 85.13 Da
total charge: +1
gap between HOMO and LUMO (spin up / spin down): 7.3 / 9.9 eV
LUMO energy (spin up / spin down): -5.512 / -3.958 eV



## two
# C4H9N2

A molecular structure, C4H9N2 (wB97M-V/def2-TZVPD, the Open Molecules 2025 dataset).

XYZ file:
```
15
C4H9N2 wB97M-V/def2-TZVPD
C -0.9242 0.1713 -0.1329
C 0.9839 -0.3052 0.1608
C 0.2261 -0.8743 -2.1575
C -0.1375 0.7457 2.2574
N -0.0613 -0.5662 -0.8385
N -0.0708 0.3193 0.8908
H -1.9090 0.6540 -0.2415
H 1.4080 -1.1004 0.7426
H 1.8721 0.3122 -0.2355
H 1.3868 -0.7764 -2.2632
H -0.1497 -1.8623 -2.4073
H -0.2179 -0.2128 -2.9484
H -0.1138 1.8417 2.5367
H 0.8061 0.4316 2.6641
H -0.8656 0.2608 2.7715
```

Output
HOMO level: -14.5 eV
molecular weight: 85.13 Da
total charge: +1
gap between HOMO and LUMO: 10.4 eV
LUMO energy: -4.135 eV



Most stable structure: two



## one
# C4H9N2

A gas-phase ion, C4H9N2 (charge +1) (wB97M-V/def2-TZVPD, the Open Molecules 2025 dataset).

XYZ file:
```
15
C4H9N2 wB97M-V/def2-TZVPD
N 1.6493 -0.3387 0.1535
C 0.4882 0.4048 -0.5318
C -0.4639 1.2441 0.3704
N -1.6474 0.4176 0.0040
C -1.3824 -0.9170 0.4139
C -0.7388 -0.3523 -0.9044
H 2.0772 -1.1569 -0.5390
H 1.4993 -0.8131 1.1283
H 2.3384 0.4526 0.1871
H 0.9286 0.8954 -1.4285
H -0.4935 1.5353 1.4196
H -0.4239 2.2845 -0.0944
H -2.1816 -1.6161 0.2571
H -0.7749 -1.0709 1.3754
H -0.8745 -0.9692 -1.8114
```

Output
SMILES: [NH3+][C@@H]1CN2C[C@H]12
HOMO level: -13.5 eV
molecular weight: 85.13 Da
total charge: +1
gap between HOMO and LUMO: 9.4 eV
LUMO energy: -4.135 eV



## two
# C4H9N2

2 unconnected molecules or ions with the total composition C4H9N2 (wB97M-V/def2-TZVPD, the Open Molecules 2025 dataset).

XYZ file:
```
15
C4H9N2 wB97M-V/def2-TZVPD
C 0.7937 1.2511 -1.4901
C -1.4767 -1.4523 1.3358
C 0.0148 -1.6920 1.4256
C 1.7579 1.6049 -2.5043
N -0.4739 -0.2927 1.5254
N 0.0585 0.9608 -0.6539
H -1.9957 -1.4249 0.4265
H -2.0421 -1.6185 2.1860
H 0.4558 -2.1218 2.3566
H 0.6345 -2.1201 0.4530
H 2.3382 0.6798 -2.5208
H 1.1850 1.6706 -3.4339
H 2.2367 2.5855 -2.1115
H -0.4774 0.4746 0.7641
H -0.6038 0.1464 2.4712
```

Output
HOMO level: -16.1 eV
molecular weight: 85.13 Da
total charge: +1
gap between HOMO and LUMO: 13.3 eV
LUMO energy: -2.717 eV



Most stable structure: two